Record 1
{
  "formula": "C46H161NO39V",
  "method": "ωB97M-V/def2-TZVPD",
  "spin_multiplicity": 2,
  "s_squared": 0.77,
  "homo_lumo_gap_ev": [7.912, 7.967],
  "e_lumo_ev": [0.29, 0.29],
  "elements": ["O", "V", "C", "C", "C", "C", "C", "C", "N", "O", "C", "C", "C", "H", "H", "H", "H", "H", "H", "H", "H", "H", "H", "H", "H", "H", "H", "H", "H", "H", "H", "C", "C", "O", "O", "H", "H", "H", "C", "O", "H", "H", "H", "H", "C", "O", "H", "H", "H", "H", "C", "O", "H", "H", "H", "H", "C", "O", "H", "H", "H", "H", "C", "O", "H", "H", "H", "H", "C", "O", "H", "H", "H", "H", "C", "O", "H", "H", "H", "H", "C", "O", "H", "H", "H", "H", "C", "O", "H", "H", "H", "H", "C", "O", "H", "H", "H", "H", "C", "O", "H", "H", "H", "H", "C", "O", "H", "H", "H", "H", "C", "O", "H", "H", "H", "H", "C", "O", "H", "H", "H", "H", "C", "O", "H", "H", "H", "H", "C", "O", "H", "H", "H", "H", "C", "O", "H", "H", "H", "H", "C", "O", "H", "H", "H", "H", "C", "O", "H", "H", "H", "H", "C", "O", "H", "H", "H", "H", "C", "O", "H", "H", "H", "H", "C", "O", "H", "H", "H", "H", "C", "O", "H", "H", "H", "H", "C", "O", "H", "H", "H", "H", "C", "O", "H", "H", "H", "H", "C", "O", "H", "H", "H", "H", "C", "O", "H", "H", "H", "H", "C", "O", "H", "H", "H", "H", "C", "O", "H", "H", "H", "H", "C", "O", "H", "H", "H", "H", "C", "O", "H", "H", "H", "H", "C", "O", "H", "H", "H", "H", "C", "O", "H", "H", "H", "H", "C", "O", "H", "H", "H", "H", "C", "O", "H", "H", "H", "H"],
  "xyz": [[1.131, 2.824, -2.584], [0.328, 3.184, -1.216], [-2.064, 1.855, 1.703], [-1.549, 0.499, 1.217], [-2.710, -0.536, 1.166], [-2.323, -1.827, 0.536], [-1.674, -1.616, -0.807], [-0.551, -0.564, -0.917], [-1.114, 0.707, -0.239], [-0.034, 1.589, -0.235], [-0.359, -0.134, -2.348], [0.742, -1.153, -0.446], [-0.478, 0.000, 2.214], [-2.413, 1.833, 2.744], [-2.855, 2.240, 1.068], [-1.295, 2.612, 1.651], [-3.527, -0.065, 0.584], [-3.080, -0.648, 2.195], [-3.125, -2.532, 0.395], [-1.624, -2.375, 1.145], [-2.388, -1.435, -1.629], [-1.241, -2.602, -1.145], [-0.159, -1.027, -2.950], [0.371, 0.670, -2.314], [-1.301, 0.142, -2.811], [1.131, -1.932, -1.157], [0.773, -1.624, 0.510], [1.381, -0.263, -0.347], [-0.316, -1.044, 2.342], [-0.774, 0.312, 3.193], [0.484, 0.494, 1.984], [-0.386, 6.998, -0.083], [-0.187, 5.525, -0.270], [-0.632, 4.611, 0.478], [0.508, 5.174, -1.291], [0.357, 7.482, -0.700], [-0.309, 7.235, 0.992], [-1.379, 7.219, -0.376], [8.240, -1.009, 0.373], [8.443, -1.356, 1.711], [7.315, -0.408, 0.352], [9.068, -0.420, -0.014], [7.983, -1.895, -0.193], [9.027, -2.121, 1.797], [-7.555, 2.796, -2.493], [-7.815, 2.350, -1.182], [-6.490, 2.980, -2.498], [-7.903, 2.096, -3.265], [-7.991, 3.754, -2.746], [-8.557, 1.709, -1.161], [4.253, -5.561, 3.833], [2.919, -5.553, 3.264], [4.869, -4.733, 3.517], [4.241, -5.542, 4.921], [4.721, -6.515, 3.611], [2.557, -4.762, 3.787], [-6.612, -2.622, 1.222], [-7.055, -1.548, 0.444], [-5.531, -2.633, 1.207], [-6.764, -2.546, 2.266], [-6.963, -3.583, 0.859], [-6.574, -1.624, -0.377], [-1.718, 3.746, -3.528], [-1.511, 3.158, -2.177], [-2.713, 3.467, -3.791], [-1.679, 4.828, -3.361], [-0.844, 3.396, -4.124], [-2.275, 3.399, -1.612], [-4.978, -1.242, 5.595], [-4.218, -0.916, 4.476], [-5.995, -1.347, 5.409], [-4.568, -2.221, 5.959], [-4.914, -0.492, 6.386], [-4.765, -0.317, 3.932], [1.966, -7.849, 1.081], [1.841, -6.472, 0.769], [1.014, -8.347, 0.892], [2.726, -8.356, 0.482], [2.212, -7.910, 2.143], [2.389, -6.063, 1.451], [5.287, 0.244, 2.306], [5.381, -0.882, 3.132], [4.861, 0.052, 1.372], [4.671, 1.038, 2.744], [6.300, 0.640, 2.260], [5.714, -1.608, 2.626], [7.877, 1.710, -2.470], [6.853, 2.325, -1.698], [7.430, 0.978, -3.179], [8.276, 2.523, -3.116], [8.641, 1.214, -1.931], [6.147, 1.665, -1.595], [3.168, -4.664, -3.710], [4.021, -3.565, -3.922], [3.080, -5.214, -4.601], [3.550, -5.268, -2.852], [2.132, -4.364, -3.465], [3.674, -3.108, -4.709], [-5.935, 1.508, 2.086], [-5.526, 1.270, 3.457], [-6.629, 2.385, 2.006], [-5.146, 1.544, 1.401], [-6.508, 0.623, 1.834], [-4.908, 1.922, 3.825], [-1.179, -3.933, -4.349], [-2.025, -4.844, -4.966], [-1.214, -4.091, -3.274], [-0.196, -3.996, -4.752], [-1.565, -2.948, -4.550], [-1.530, -5.652, -5.135], [-3.190, -6.162, -1.476], [-2.664, -4.807, -1.566], [-2.661, -6.825, -2.205], [-3.068, -6.564, -0.488], [-4.250, -6.157, -1.620], [-1.742, -4.902, -1.376], [-1.182, -1.562, 6.028], [-0.559, -2.812, 6.035], [-1.054, -1.020, 5.089], [-2.267, -1.650, 6.191], [-0.798, -1.007, 6.835], [-1.089, -3.439, 5.474], [-5.137, 1.305, -5.215], [-3.794, 0.915, -5.058], [-5.368, 1.563, -6.261], [-5.853, 0.538, -4.890], [-5.337, 2.201, -4.519], [-3.698, 0.396, -4.236], [6.564, -2.788, -2.301], [5.247, -2.279, -1.789], [7.260, -1.922, -2.206], [6.860, -3.654, -1.705], [6.404, -3.022, -3.369], [4.599, -2.664, -2.401], [-1.961, 1.910, 5.780], [-3.203, 1.597, 5.168], [-1.126, 2.016, 5.078], [-1.973, 2.935, 6.241], [-1.627, 1.192, 6.554], [-3.224, 0.659, 4.890], [4.040, 5.365, 1.441], [3.185, 5.381, 0.258], [4.680, 6.250, 1.605], [3.358, 5.338, 2.314], [4.650, 4.440, 1.413], [3.644, 5.518, -0.536], [2.834, 2.140, -0.214], [1.847, 3.085, 0.157], [3.318, 1.850, 0.714], [2.406, 1.283, -0.674], [3.630, 2.604, -0.780], [2.328, 3.929, 0.231], [-4.737, -2.726, -3.407], [-4.954, -2.414, -2.079], [-3.760, -2.325, -3.787], [-4.755, -3.759, -3.551], [-5.533, -2.389, -4.021], [-4.245, -2.588, -1.427], [1.045, 3.399, 3.132], [0.230, 4.650, 3.212], [0.745, 2.943, 2.159], [2.112, 3.551, 3.225], [0.658, 2.759, 3.884], [-0.074, 4.828, 2.331], [3.656, -3.045, 1.120], [5.056, -3.131, 0.944], [3.276, -2.074, 0.798], [3.019, -3.825, 0.650], [3.584, -3.136, 2.189], [5.157, -2.882, -0.017], [1.581, -1.791, -6.292], [2.841, -2.385, -6.317], [1.011, -2.077, -7.150], [1.063, -1.985, -5.320], [1.705, -0.662, -6.451], [3.091, -2.336, -7.266], [0.468, 7.223, 5.888], [-0.417, 6.202, 5.474], [1.309, 6.708, 6.390], [0.876, 7.806, 5.069], [0.041, 7.909, 6.631], [-0.051, 5.745, 4.690], [-2.034, -4.359, 3.022], [-1.924, -4.814, 4.385], [-2.860, -4.844, 2.515], [-2.343, -3.299, 3.031], [-1.095, -4.491, 2.473], [-1.486, -5.671, 4.331], [-3.398, 4.950, 3.746], [-2.912, 5.203, 2.432], [-4.455, 5.189, 3.733], [-3.316, 3.913, 4.110], [-2.962, 5.607, 4.459], [-1.947, 5.274, 2.481], [2.058, 2.446, -5.742], [2.311, 3.591, -5.013], [2.228, 1.524, -5.167], [1.007, 2.505, -6.129], [2.731, 2.440, -6.593], [1.980, 3.438, -4.136], [2.332, -1.925, 4.085], [2.255, -3.174, 4.705], [3.345, -1.739, 3.684], [1.608, -1.782, 3.267], [2.167, -1.128, 4.876], [1.564, -3.111, 5.418], [4.072, 0.461, -3.175], [4.602, 0.499, -1.855], [3.663, -0.539, -3.415], [3.276, 1.209, -3.334], [4.893, 0.617, -3.815], [4.853, -0.420, -1.627], [2.989, 5.955, -3.126], [3.897, 6.321, -2.049], [3.160, 6.530, -4.039], [3.213, 4.947, -3.385], [1.994, 6.136, -2.737], [4.751, 6.149, -2.387], [3.432, 2.521, 6.582], [2.413, 1.977, 5.760], [3.574, 1.981, 7.523], [4.355, 2.626, 6.028], [3.046, 3.550, 6.807], [2.473, 1.031, 5.860], [-4.221, 1.579, -1.794], [-4.344, 0.390, -2.571], [-4.190, 2.417, -2.514], [-5.053, 1.622, -1.086], [-3.233, 1.526, -1.261], [-4.744, -0.386, -2.125], [-4.781, 4.433, -0.276], [-3.474, 4.156, -0.039], [-4.925, 4.601, -1.348], [-5.377, 3.590, 0.074], [-5.203, 5.261, 0.301], [-3.299, 4.338, 0.900], [-2.872, -2.147, -7.206], [-1.846, -1.657, -6.316], [-2.863, -3.224, -7.037], [-3.858, -1.830, -6.868], [-2.519, -1.871, -8.220], [-2.080, -0.760, -6.054], [0.513, -6.827, -2.594], [0.345, -5.833, -1.629], [-0.501, -7.013, -2.949], [1.080, -6.453, -3.476], [1.043, -7.751, -2.199], [1.011, -5.869, -0.856]]
}

=====

Record 2
{
  "formula": "C46H24I4N7Pd",
  "method": "ωB97M-V/def2-TZVPD",
  "charge": 1,
  "e_above_lowest_kcal_mol": 0.0,
  "homo_lumo_gap_ev": 5.330,
  "e_lumo_ev": -5.14,
  "elements": ["Pd", "I", "C", "C", "C", "C", "C", "C", "C", "C", "C", "C", "C", "C", "C", "C", "C", "C", "I", "C", "C", "C", "N", "C", "C", "C", "C", "C", "C", "I", "C", "C", "C", "C", "C", "C", "N", "C", "C", "C", "C", "C", "N", "C", "C", "C", "C", "I", "C", "C", "C", "C", "N", "H", "H", "H", "H", "H", "H", "H", "H", "H", "H", "H", "H", "H", "H", "H", "H", "H", "H", "H", "H", "H", "H", "H", "H", "N", "C", "N", "C", "N"],
  "xyz": [[1.250, -0.443, 0.423], [7.362, 6.913, -0.932], [6.114, 5.273, -0.630], [6.665, 4.028, -0.356], [5.833, 2.938, -0.154], [4.452, 3.087, -0.230], [3.908, 4.335, -0.509], [4.737, 5.430, -0.705], [3.549, 1.922, -0.023], [3.320, 1.514, 1.297], [4.066, 1.930, 2.436], [3.720, 1.096, 3.464], [2.726, 0.212, 2.959], [2.060, -0.831, 3.717], [2.581, -1.146, 5.069], [3.110, -2.406, 5.334], [3.595, -2.714, 6.596], [3.537, -1.764, 7.605], [4.259, -2.222, 9.503], [2.998, -0.508, 7.356], [2.530, -0.199, 6.091], [0.970, -1.521, 3.273], [0.355, -1.275, 2.045], [-0.777, -1.942, 2.024], [-1.609, -1.692, 0.819], [-2.387, -0.590, 0.800], [-2.623, 0.142, 2.071], [-2.852, 1.445, 2.259], [-3.160, 2.399, 1.126], [-3.367, 4.410, 1.739], [-3.534, 1.300, -0.725], [-2.516, 0.106, -0.536], [-0.990, -2.157, -0.450], [-1.341, -3.188, -1.386], [-0.409, -3.133, -2.376], [0.511, -2.071, -2.042], [0.097, -1.526, -0.828], [1.511, -1.526, -2.794], [2.255, -0.341, -2.406], [3.127, 0.409, -3.245], [3.623, 1.433, -2.484], [3.086, 1.272, -1.176], [2.241, 0.194, -1.173], [1.848, -2.173, -4.085], [2.345, -3.473, -4.096], [2.657, -4.097, -5.294], [2.455, -3.425, -6.491], [2.912, -4.359, -8.295], [1.947, -2.132, -6.493], [1.652, -1.507, -5.293], [-0.955, -2.705, 3.225], [0.128, -2.441, 4.003], [2.497, 0.478, 1.662], [7.738, 3.906, -0.301], [6.259, 1.965, 0.057], [2.834, 4.457, -0.572], [4.310, 6.400, -0.918], [4.783, 2.734, 2.456], [4.118, 1.099, 4.463], [3.158, -3.146, 4.545], [4.014, -3.692, 6.789], [2.940, 0.226, 8.148], [2.099, 0.777, 5.904], [-2.501, -0.460, 2.962], [-2.911, 1.831, 3.268], [-3.933, 1.417, -1.726], [-2.377, -0.537, -1.402], [-2.209, -3.823, -1.323], [-0.375, -3.718, -3.280], [3.357, 0.197, -4.274], [4.317, 2.199, -2.785], [2.506, -3.994, -3.161], [3.054, -5.102, -5.293], [1.778, -1.615, -7.428], [1.241, -0.505, -5.300], [-1.810, -3.320, 3.456], [0.321, -2.796, 5.002], [-1.389, 1.105, -0.194], [-2.346, 1.960, -0.131], [-4.321, 1.849, 0.365], [-5.446, 1.378, 0.908], [-6.426, 0.987, 1.373]]
}

=====

Record 3
{
  "formula": "C46H31CaCl2N9O6S2",
  "method": "ωB97M-V/def2-TZVPD",
  "charge": -2,
  "e_above_lowest_kcal_mol": 15.9,
  "homo_lumo_gap_ev": 6.332,
  "e_lumo_ev": 3.84,
  "elements": ["Ca", "Cl", "C", "C", "C", "N", "C", "O", "C", "C", "C", "C", "C", "N", "C", "C", "C", "Cl", "N", "C", "O", "C", "C", "C", "C", "C", "N", "H", "H", "H", "H", "H", "H", "H", "H", "H", "H", "C", "O", "C", "C", "C", "C", "C", "C", "N", "N", "C", "C", "C", "C", "O", "C", "N", "C", "C", "C", "C", "H", "H", "H", "H", "H", "H", "H", "H", "H", "H", "H", "H", "O", "S", "O", "N", "C", "S", "C", "C", "C", "C", "C", "C", "H", "H", "H", "H", "C", "C", "C", "N", "C", "C", "H", "H", "H", "H", "H"],
  "xyz": [[1.500, 0.601, -1.648], [6.920, 3.291, -5.446], [6.013, 2.335, -4.290], [4.628, 2.440, -4.287], [3.848, 1.680, -3.415], [2.444, 1.653, -3.420], [1.688, 2.541, -4.066], [2.008, 3.581, -4.662], [0.204, 2.141, -4.096], [-0.749, 3.077, -4.479], [-2.068, 2.687, -4.595], [-2.397, 1.357, -4.367], [-1.391, 0.492, -3.991], [-0.113, 0.863, -3.834], [4.501, 0.780, -2.510], [5.893, 0.715, -2.523], [6.644, 1.484, -3.404], [8.391, 1.334, -3.365], [3.676, 0.045, -1.634], [4.095, -1.045, -0.984], [5.173, -1.653, -1.053], [3.068, -1.570, 0.037], [3.483, -2.531, 0.946], [2.612, -2.935, 1.945], [1.350, -2.364, 2.012], [1.001, -1.441, 1.044], [1.830, -1.047, 0.068], [4.140, 3.120, -4.966], [-0.417, 4.086, -4.681], [-2.833, 3.404, -4.867], [-3.416, 1.003, -4.456], [-1.609, -0.554, -3.800], [6.392, 0.045, -1.842], [4.484, -2.925, 0.842], [2.909, -3.691, 2.663], [0.628, -2.639, 2.771], [0.011, -1.004, 1.046], [-3.603, -0.862, 4.747], [-4.847, -0.717, 4.074], [-4.911, 0.228, 3.102], [-3.928, 1.184, 2.868], [-4.089, 2.109, 1.840], [-5.223, 2.100, 1.040], [-6.216, 1.164, 1.315], [-6.060, 0.226, 2.317], [-5.540, 3.086, 0.039], [-4.681, 3.598, -0.711], [-3.353, 3.131, -0.908], [-2.450, 4.157, -1.127], [-1.074, 3.974, -1.167], [-0.511, 2.699, -1.023], [0.746, 2.486, -0.954], [-1.460, 1.573, -0.960], [-0.908, 0.321, -0.978], [-1.700, -0.731, -0.970], [-3.099, -0.613, -1.014], [-3.664, 0.630, -1.015], [-2.853, 1.787, -0.926], [-3.727, -1.692, 5.436], [-3.354, 0.040, 5.313], [-2.799, -1.098, 4.052], [-3.021, 1.202, 3.455], [-3.312, 2.842, 1.664], [-7.110, 1.171, 0.702], [-6.816, -0.526, 2.508], [-2.867, 5.157, -1.197], [-0.398, 4.809, -1.302], [-1.231, -1.714, -0.962], [-3.704, -1.511, -1.054], [-4.737, 0.734, -1.096], [-3.001, -5.025, 2.272], [-1.793, -4.244, 2.174], [-1.654, -3.159, 3.121], [-1.511, -3.740, 0.663], [-0.435, -4.316, 0.121], [0.178, -4.035, -1.411], [0.257, -5.263, 1.082], [1.397, -6.019, 0.873], [1.852, -6.828, 1.909], [1.177, -6.878, 3.131], [0.035, -6.115, 3.339], [-0.392, -5.313, 2.296], [1.905, -5.960, -0.083], [2.745, -7.426, 1.768], [1.548, -7.517, 3.924], [-0.497, -6.140, 4.283], [1.831, 3.055, 3.333], [2.057, 3.728, 2.145], [2.709, 3.060, 1.117], [3.117, 1.794, 1.214], [2.893, 1.156, 2.365], [2.262, 1.741, 3.452], [1.321, 3.545, 4.156], [1.720, 4.747, 2.003], [2.902, 3.553, 0.173], [3.230, 0.123, 2.412], [2.109, 1.177, 4.363]]
}

=====

Calculated total energy list, top to bottom, in eV: -157332.04604 -94393.63382 -139062.17079